This record from the OMol25 dataset describes a structure of composition CH9NO4 in a non-equilibrium geometry. The level of theory is ωB97M-V/def2-TZVPD.

The geometry in XYZ format:
```
15
Properties=species:S:1:pos:R:3:nbo_charge:R:1
N 0.11 -1.28 -0.31 -0.5321
H 0.79 -1.12 0.49 0.4553
O -0.54 1.57 0.73 -0.9196
H -1.22 0.89 0.57 0.4817
O 1.75 0.21 1.06 -1.1671
H -0.93 -1.30 0.01 0.4560
H 0.26 1.10 1.06 0.5011
H -3.04 -0.45 0.42 0.4832
C 0.22 -0.28 -1.19 0.0578
O 1.28 0.42 -1.24 -0.5323
H 0.00 -0.62 -2.22 0.3032
H -0.77 0.39 -0.86 0.4586
O -2.12 -0.40 0.12 -1.0273
H 2.52 0.45 1.57 0.4874
H 1.69 0.43 -0.21 0.4940
```

Calculated values
- HOMO (eV) = -10.49
- E (eV) = -10856.859
- gap between HOMO and LUMO (eV) = 6.49
- energy relative to the best compared isomer or geometry (same formula, charge and spin) (kJ/mol) = 707.18